(i)
C2HBrN2O | ωB97M-V/def2-TZVPD

Positions of all 7 atoms, in Å:
O: -0.77 1.01 0.00
C: -1.23 -0.36 0.00
C: 1.27 0.14 0.00
Br: 2.99 -0.31 0.00
H: -2.31 -0.28 0.00
N: 0.55 1.13 0.00
N: -0.50 -1.33 0.00

Output
Orbital gap (eV): 9.13
HOMO level (eV): -9.84



(ii)
C2HBrN2O | ωB97M-V/def2-TZVPD

Positions of all 7 atoms, in Å:
Br: -2.67 -1.09 0.95
C: -1.65 0.35 0.57
C: 2.12 -1.11 -1.09
O: -0.71 2.47 1.06
H: 2.66 -1.88 -1.78
N: 1.60 -0.20 -0.61
N: -1.36 1.46 0.89

Output
Orbital gap (eV): 9.40
HOMO level (eV): -9.49
SMILES: [O-][N+]#CBr.C#N



The least stable of them is (i).



(i)
C3H16NO3 | ωB97M-V/def2-TZVPD

Positions of all 23 atoms, in Å:
H: 1.90 -0.54 2.95
H: 2.10 0.13 -0.15
H: 1.77 1.50 -2.94
N: -0.40 -0.21 -0.08
H: -2.73 -2.50 1.03
H: -0.65 -1.02 0.49
H: 1.59 0.95 2.88
H: 1.41 2.35 -1.43
H: -3.62 1.14 0.55
H: -2.87 -1.78 2.43
O: -2.27 -2.01 1.71
C: 1.80 0.16 -1.19
H: 2.52 -0.54 -1.61
H: 2.96 1.89 -1.60
H: -1.26 0.34 -0.20
H: -3.30 -0.29 0.76
H: 0.46 -1.52 -1.43
C: 1.96 1.51 -1.87
C: 0.39 -0.45 -1.35
O: 1.37 0.11 2.47
H: -0.19 -0.05 -2.18
O: -3.06 0.45 0.18
H: 0.11 0.38 0.59

Output
Orbital gap (eV): 12.15
HOMO level (eV): -15.09
Charge: +1



(ii)
C3H16NO3 | ωB97M-V/def2-TZVPD

Positions of all 23 atoms, in Å:
H: 2.59 -1.04 1.81
C: 0.15 1.88 -2.76
H: -0.13 -0.17 -3.28
H: -0.73 0.19 2.68
H: 0.92 -1.47 -0.67
O: 2.69 -1.53 0.98
H: -3.22 1.61 1.78
C: 0.20 0.39 -2.41
H: -0.96 0.81 -0.50
O: -2.55 0.92 1.80
H: 1.26 0.11 -2.50
H: -0.57 -1.26 3.15
H: -0.86 2.28 -2.76
H: -2.91 0.30 2.46
C: -0.48 0.05 -1.11
H: 0.91 2.54 -2.34
O: -0.32 -0.65 2.44
H: 0.46 1.96 -3.81
H: -0.19 -1.22 0.53
N: 0.39 -0.77 -0.17
H: 3.21 -2.29 1.27
H: 1.08 -0.16 0.25
H: -1.27 -0.65 -1.35

Output
Orbital gap (eV): 12.25
HOMO level (eV): -15.14
Charge: +1



The least stable of them is (ii).



(i)
C2H5NS2 | ωB97M-V/def2-TZVPD

Positions of all 10 atoms, in Å:
H: 0.86 0.65 -1.18
S: 2.78 0.83 0.26
H: -1.14 -0.45 -0.89
C: 1.34 -0.10 -0.28
H: -1.68 -0.91 0.64
S: 1.28 -1.78 -0.40
H: -1.07 0.82 0.54
N: 0.35 -0.56 0.58
H: 3.15 0.22 1.31
C: -0.95 -0.31 0.22

Output
Orbital gap (alpha / beta) (eV): 6.88 / 6.85
HOMO level (alpha / beta) (eV): -6.00 / -9.34
Spin multiplicity: 3
<S²>: 2.01



(ii)
C2H5NS2 | ωB97M-V/def2-TZVPD

Positions of all 10 atoms, in Å:
S: 0.72 0.08 1.96
H: 1.35 -1.17 -0.36
S: -0.72 -1.36 1.99
H: -0.58 2.11 0.50
H: 0.84 0.04 -1.58
C: -0.16 0.09 0.40
C: 0.48 -0.77 -0.73
N: -0.66 1.26 -0.11
H: -0.10 -1.62 -1.12
H: -1.18 1.32 -0.95

Output
Orbital gap (alpha / beta) (eV): 5.75 / 6.80
HOMO level (alpha / beta) (eV): -5.50 / -8.67
Spin multiplicity: 3
<S²>: 2.01



The least stable of them is (i).



(i)
C40H38BCdF3N17P | ωB97M-V/def2-TZVPD

Positions of all 101 atoms, in Å:
F: 7.34 2.69 -5.90
C: -2.88 1.63 2.78
H: 3.39 -2.72 3.41
H: -0.06 -6.60 2.88
C: -1.97 -0.33 4.22
C: 3.31 1.07 3.65
H: 4.92 1.58 -1.08
N: -0.37 -0.95 2.84
C: 2.48 -3.31 3.43
C: 2.95 1.54 2.38
F: 7.32 4.65 -5.00
C: 3.61 3.00 -3.86
N: -0.99 0.11 2.26
H: -0.87 -5.82 4.24
C: -2.91 -2.12 -4.26
N: -1.36 2.25 -1.14
H: -2.87 1.84 1.72
C: -3.02 -1.36 -3.12
C: 1.60 -2.87 0.23
C: -1.92 -3.90 -2.98
C: 2.69 -0.15 3.76
H: -3.44 -0.36 -3.17
H: -1.57 5.45 -0.45
H: -5.22 -2.04 -1.07
N: -1.82 1.79 -2.28
C: 6.00 2.98 -3.96
N: -0.77 5.19 1.94
H: 2.65 3.25 -4.30
N: 0.99 -1.80 0.79
H: 3.00 -5.32 4.19
N: 0.53 -0.98 -0.17
N: 1.30 -2.80 3.02
N: -1.28 4.49 -0.26
C: -6.96 0.84 -0.68
H: 2.04 -3.65 0.82
C: 1.51 -2.74 -1.13
C: -1.55 3.59 -1.23
H: -6.09 2.76 -0.29
C: -2.03 -3.13 -1.83
H: -1.66 -3.52 -0.89
F: 8.38 3.03 -4.03
N: 2.02 -0.39 2.62
C: -4.61 1.21 -0.40
C: 0.90 -4.83 3.60
H: -3.25 -1.72 -5.21
H: -7.98 1.21 -0.70
C: -2.36 -3.40 -4.20
C: -5.91 1.70 -0.44
H: 0.02 -1.61 -3.31
H: 7.02 2.10 -2.28
C: 7.25 3.33 -4.71
N: -0.32 3.07 1.44
C: 0.51 -0.89 -2.66
H: 2.55 3.58 1.94
C: 2.27 -4.61 3.81
H: -1.50 -4.89 -2.93
C: 0.84 -1.53 -1.35
N: 0.33 -3.73 3.12
H: -2.66 -0.28 5.05
H: -3.79 1.89 -0.22
H: -7.52 -1.18 -1.14
N: -2.27 2.78 -3.02
C: 0.10 -6.07 3.82
C: 4.78 3.29 -4.53
H: 1.42 -0.55 -3.15
H: 2.68 -0.86 4.58
B: 0.98 -1.49 2.31
H: -3.33 -1.56 1.76
N: -2.12 3.93 -2.40
C: -0.79 4.25 0.99
H: -2.26 -3.99 -5.10
C: -2.90 -2.04 0.88
C: 1.52 1.90 -1.11
H: 4.74 3.76 -5.51
H: -2.54 2.52 3.32
H: 3.44 2.74 0.67
H: -0.59 -2.02 4.66
C: 3.33 2.84 1.75
H: 1.89 -3.42 -1.88
H: -0.15 -0.04 -2.52
C: -2.58 -1.85 -1.89
C: 6.06 2.35 -2.72
C: -4.34 -0.14 -0.58
N: -0.26 4.57 2.99
Cd: 0.05 1.15 0.39
H: 0.63 -6.74 4.50
N: 0.01 3.32 2.70
C: -5.40 -0.99 -0.87
P: -2.60 -0.75 -0.41
C: 4.89 2.06 -2.04
H: -3.89 1.39 3.10
C: -0.93 -1.21 4.03
H: -3.59 -2.82 0.53
C: 2.46 2.14 -1.84
H: 3.93 1.57 4.38
C: -1.96 0.49 3.08
C: 3.65 2.40 -2.59
N: 2.16 0.66 1.77
H: 4.26 3.21 2.19
H: -1.96 -2.50 1.17
C: -6.70 -0.51 -0.91

Output
Orbital gap (alpha / beta) (eV): 8.28 / 4.90
HOMO level (alpha / beta) (eV): -5.81 / -5.80
Spin multiplicity: 2
Charge: -1
<S²>: 0.77



(ii)
C40H38BCdF3N17P | ωB97M-V/def2-TZVPD

Positions of all 101 atoms, in Å:
C: 3.30 -0.13 1.54
C: 0.30 -2.68 2.54
N: 0.73 6.22 0.17
C: -1.84 -4.81 1.00
C: 1.05 -1.55 -1.00
N: 1.60 2.56 -0.07
H: -4.07 -1.48 2.72
H: -2.35 0.47 3.10
C: -0.67 4.17 2.19
F: 4.60 -6.85 -1.34
N: -0.44 3.42 1.10
N: -1.33 -1.65 -4.84
C: -3.78 -2.31 2.07
H: -4.50 -2.35 1.26
N: -4.25 0.32 -0.45
H: 0.63 -2.83 1.52
F: 5.88 -5.46 -2.40
H: -0.76 4.97 -4.37
C: 0.78 -2.62 4.89
H: -0.85 -2.06 6.16
H: -1.72 -2.48 -1.43
H: -3.47 -2.13 -3.63
N: -1.18 3.07 -1.73
N: -0.12 3.84 -1.39
H: 0.78 -4.16 -0.36
C: -1.76 -3.46 -0.98
C: -1.89 -3.55 0.40
C: 2.67 6.43 1.29
C: -1.95 2.38 2.25
H: 1.37 8.99 -0.23
N: -1.17 0.19 -3.56
H: -3.61 3.56 -3.46
C: -1.61 -4.60 -1.76
N: -1.23 2.32 1.13
C: 0.26 -0.64 -0.91
H: 3.53 -1.26 -1.87
N: -3.03 -1.30 -3.25
C: 4.01 -4.56 -1.26
N: 1.80 1.72 0.97
C: 1.19 -2.85 3.58
N: 1.31 5.01 0.30
C: 1.77 -3.90 -0.71
N: -0.29 -0.98 -5.18
H: 3.65 0.26 2.50
C: -1.55 3.44 -2.96
H: -2.03 3.87 3.90
H: 4.17 0.91 -1.16
H: 0.97 5.40 -2.29
B: 0.58 3.70 -0.02
H: 2.51 2.93 -1.95
H: 1.48 -2.75 5.71
C: 2.52 2.35 -1.04
H: 3.06 4.23 1.19
Cd: -1.14 0.97 -0.71
P: -2.13 -1.98 1.35
C: 2.84 0.97 0.64
N: -3.24 0.17 -1.31
N: -4.91 -1.17 -1.86
H: -3.43 0.91 1.76
C: 1.55 7.09 0.75
H: -3.82 -3.24 2.64
C: 3.34 1.34 -0.62
F: 5.91 -5.54 -0.24
H: -1.65 -6.92 0.70
H: 4.11 -0.69 1.08
N: -5.23 -0.47 -0.77
C: 0.18 4.68 -2.40
H: -1.49 -4.50 -2.83
H: 2.48 -0.82 1.74
C: 2.04 -2.59 -1.09
H: -1.92 -4.89 2.08
C: 2.48 5.10 0.98
C: 2.74 -4.88 -0.80
C: -1.89 -0.93 -3.83
H: 2.51 -5.90 -0.50
C: 5.08 -5.60 -1.31
C: -0.71 4.46 -3.43
C: -1.57 -5.84 -1.16
H: 2.21 -3.13 3.37
H: 3.51 6.87 1.81
H: 0.20 8.72 1.06
C: 4.30 -3.26 -1.65
H: -2.62 2.75 -4.68
C: -1.42 -2.08 4.09
C: -1.03 -2.31 2.78
C: -2.77 2.88 -3.61
C: -1.69 -5.95 0.23
C: -1.62 3.54 2.96
H: -2.44 -1.78 4.31
N: -0.19 0.16 -4.40
H: -3.62 1.66 3.35
C: 1.23 8.55 0.76
C: -2.89 1.29 2.63
C: -0.53 -2.24 5.14
H: 5.29 -3.01 -2.02
H: -3.04 1.92 -3.17
H: -0.14 5.09 2.34
H: 1.88 9.08 1.46
H: -1.45 -6.74 -1.76
C: 3.32 -2.28 -1.57
C: -3.69 -0.75 -2.16

Output
Orbital gap (alpha / beta) (eV): 8.58 / 5.73
HOMO level (alpha / beta) (eV): -6.11 / -6.11
Spin multiplicity: 2
Charge: -1
<S²>: 0.76



The least stable of them is (i).